Record 1
Molecular formula: C36H62BF10KN7O3SbSeSi3
Method: DFT, ωB97M-V/def2-TZVPD

Geometry (Å):
1 K -0.428 1.039 -0.661
2 C -2.045 -3.049 0.592
3 C -3.237 -2.175 0.366
4 C -4.605 -2.492 0.407
5 C -5.252 -1.310 0.085
6 C -6.720 -1.048 -0.019
7 N -4.308 -0.371 -0.126
8 N -3.084 -0.896 0.050
9 B -4.499 1.062 -0.696
10 N -3.753 1.161 -2.042
11 N -2.414 1.110 -2.132
12 C -2.097 1.145 -3.416
13 C -0.678 1.084 -3.882
14 C -3.267 1.220 -4.191
15 C -4.302 1.231 -3.274
16 C -5.766 1.327 -3.554
17 N -3.990 2.106 0.313
18 N -2.700 2.183 0.703
19 C -2.596 3.220 1.521
20 C -1.293 3.639 2.121
21 C -3.853 3.828 1.682
22 C -4.713 3.089 0.893
23 C -6.183 3.282 0.712
24 H -2.349 -4.094 0.654
25 H -1.347 -2.925 -0.239
26 H -1.523 -2.781 1.514
27 H -5.059 -3.444 0.629
28 H -7.274 -1.945 0.251
29 H -7.021 -0.238 0.647
30 H -6.992 -0.758 -1.035
31 H -5.664 1.239 -0.889
32 H -0.158 0.274 -3.370
33 H -0.643 0.906 -4.957
34 H -0.165 2.026 -3.670
35 H -3.353 1.266 -5.264
36 H -5.922 1.399 -4.629
37 H -6.304 0.451 -3.184
38 H -6.195 2.210 -3.079
39 H -0.726 2.788 2.502
40 H -0.678 4.135 1.368
41 H -1.464 4.338 2.938
42 H -4.091 4.697 2.272
43 H -6.513 4.115 1.331
44 H -6.429 3.498 -0.329
45 H -6.737 2.388 1.006
46 O 2.147 0.717 -0.482
47 H 1.696 1.400 0.035
48 H 3.069 0.966 -0.333
49 O -0.797 -0.033 1.452
50 H -1.527 -0.480 0.974
51 H -1.174 0.846 1.600
52 C 2.372 -3.288 -4.744
53 N 1.046 -2.851 -4.355
54 C 0.063 -2.752 -5.418
55 C 0.693 -2.448 -3.095
56 C 1.771 -2.342 -2.047
57 O -0.464 -2.161 -2.830
58 H 2.296 -3.807 -5.699
59 H 2.790 -3.987 -4.020
60 H 3.066 -2.450 -4.862
61 H -0.274 -3.742 -5.740
62 H 0.492 -2.228 -6.276
63 H -0.788 -2.193 -5.040
64 H 2.701 -2.843 -2.298
65 H 1.380 -2.736 -1.111
66 H 1.970 -1.282 -1.875
67 F 2.975 7.882 -5.928
68 C 2.150 7.174 -5.127
69 C 0.809 7.502 -5.029
70 F 0.331 8.526 -5.767
71 C -0.024 6.783 -4.199
72 F -1.312 7.154 -4.152
73 C 0.413 5.689 -3.430
74 Se -0.743 4.732 -2.339
75 C 1.778 5.385 -3.574
76 F 2.294 4.345 -2.908
77 C 2.626 6.104 -4.390
78 F 3.929 5.777 -4.496
79 F 1.759 3.131 1.117
80 C 2.840 2.686 1.904
81 F 2.334 1.427 2.390
82 C 2.792 3.569 3.127
83 F 3.605 3.076 4.098
84 F 1.589 3.784 3.740
85 F 3.268 4.802 2.838
86 C 0.498 -5.118 2.319
87 Si 2.183 -4.234 2.117
88 C 3.273 -5.150 3.402
89 C 2.814 -4.996 0.472
90 Sb 1.911 -1.609 1.876
91 Si 1.239 -1.293 4.346
92 C 1.235 0.461 5.051
93 C -0.558 -1.898 4.516
94 C 2.228 -2.346 5.604
95 Si 4.507 -1.317 1.957
96 C 5.601 -2.577 2.909
97 C 5.329 0.331 2.385
98 C 4.987 -1.660 0.137
99 H 0.626 -6.185 2.517
100 H -0.104 -5.014 1.415
101 H -0.079 -4.699 3.145
102 H 3.233 -6.230 3.241
103 H 2.939 -4.950 4.421
104 H 4.314 -4.839 3.327
105 H 3.095 -6.044 0.602
106 H 3.691 -4.467 0.096
107 H 2.044 -4.952 -0.299
108 H 0.568 1.105 4.478
109 H 2.228 0.906 5.011
110 H 0.905 0.467 6.093
111 H -1.202 -1.386 3.799
112 H -0.951 -1.708 5.517
113 H -0.636 -2.970 4.325
114 H 3.298 -2.323 5.386
115 H 1.906 -3.388 5.571
116 H 2.087 -1.987 6.626
117 H 5.229 -2.780 3.915
118 H 6.620 -2.199 3.005
119 H 5.650 -3.527 2.373
120 H 5.264 0.531 3.456
121 H 4.847 1.174 1.886
122 H 6.384 0.325 2.100
123 H 4.658 -2.658 -0.163
124 H 6.068 -1.611 -0.011
125 H 4.522 -0.948 -0.546

Atomic forces in eV per Å
K 0.212 0.685 -1.007
C -0.054 0.141 -0.033
C -0.252 0.133 -0.080
C -0.002 0.006 -0.009
C 0.054 -0.147 0.074
C 0.119 0.077 -0.077
N -0.334 -0.109 0.048
N 0.449 -0.361 0.002
B 0.534 -0.122 0.084
N -0.458 0.165 -0.244
N -0.099 -0.064 -0.418
C -0.431 -0.076 -0.151
C -0.025 0.178 0.202
C -0.068 -0.036 0.071
C 0.155 0.028 -0.303
C 0.066 -0.024 0.192
N -0.377 0.194 0.019
N 0.534 0.005 0.126
C -0.338 0.053 0.054
C -0.065 -0.057 -0.265
C -0.019 -0.037 -0.066
C 0.128 0.145 0.221
C 0.102 -0.110 -0.129
H 0.052 -0.031 0.018
H 0.039 -0.080 -0.003
H 0.008 -0.062 0.033
H -0.023 -0.003 0.013
H 0.003 -0.021 0.001
H -0.046 0.000 -0.016
H -0.086 0.007 0.017
H -0.108 0.025 0.015
H 0.088 -0.081 -0.139
H 0.051 -0.053 -0.009
H -0.015 0.041 -0.031
H 0.003 0.037 -0.024
H 0.000 0.006 -0.011
H -0.051 0.018 0.000
H -0.069 -0.017 -0.016
H 0.063 0.049 0.060
H 0.074 0.013 0.060
H 0.064 -0.028 0.045
H -0.036 0.007 0.018
H -0.003 0.014 -0.014
H -0.061 0.012 0.010
H -0.046 0.020 -0.019
O 0.255 0.137 -0.174
H 0.586 0.172 0.285
H -0.039 0.041 -0.007
O 0.046 -0.386 0.988
H -0.280 0.178 0.116
H -0.351 -0.093 0.293
C 0.064 0.101 0.138
N -0.040 0.020 -0.143
C -0.048 0.033 0.129
C -0.060 -0.149 -0.009
C -0.064 0.013 -0.051
O 0.068 0.051 0.126
H 0.002 -0.003 0.003
H 0.013 -0.003 -0.035
H 0.019 -0.035 -0.023
H -0.001 0.001 -0.018
H 0.003 0.006 -0.003
H -0.030 -0.022 -0.052
H 0.054 0.017 0.062
H -0.006 -0.011 -0.003
H 0.043 0.007 -0.005
F 0.018 0.004 -0.029
C -0.100 -0.051 0.071
C 0.091 0.043 -0.083
F -0.010 0.055 0.016
C 0.122 -0.358 0.231
F -0.025 0.123 -0.088
C 0.412 0.410 -0.439
Se -0.371 -0.427 0.382
C -0.419 0.046 0.060
F 0.147 -0.007 -0.019
C 0.093 0.080 -0.111
F 0.030 -0.039 0.026
F -0.408 0.080 -0.203
C 0.444 -0.338 -0.176
F -0.167 0.015 0.220
C 0.310 0.342 0.331
F -0.104 -0.108 -0.033
F 0.022 -0.160 -0.131
F -0.157 -0.020 -0.064
C 0.030 0.473 0.065
Si -0.077 -1.096 -0.169
C -0.003 0.617 0.045
C 0.019 0.480 0.076
Sb 0.594 -0.603 0.501
Si -0.523 -0.118 1.075
C 0.225 -0.073 -0.487
C 0.214 -0.025 -0.318
C 0.061 0.069 -0.436
Si 1.137 -0.101 -0.421
C -0.510 -0.059 0.014
C -0.671 0.061 0.048
C -0.263 0.003 0.171
H 0.174 -0.015 -0.031
H -0.034 0.056 -0.014
H -0.061 -0.029 0.005
H -0.157 0.003 -0.162
H 0.043 -0.009 0.040
H -0.026 -0.055 0.076
H -0.058 -0.035 0.149
H 0.021 -0.053 -0.059
H -0.019 0.053 -0.034
H 0.043 0.060 -0.044
H 0.028 0.101 -0.045
H -0.062 -0.235 0.015
H 0.001 0.044 -0.040
H 0.112 0.052 0.077
H -0.018 -0.028 0.001
H 0.043 -0.023 0.036
H -0.001 -0.023 -0.035
H -0.098 0.117 -0.017
H 0.014 -0.027 0.026
H -0.007 0.172 -0.104
H -0.016 -0.020 0.011
H 0.003 0.032 0.053
H -0.069 0.091 0.020
H -0.001 -0.260 -0.031
H -0.014 0.010 -0.040
H 0.066 0.049 0.107
H -0.033 0.032 -0.027

Properties
Charge ... -2
Energy relative to the best compared isomer or geometry (same formula, charge and spin) ... 26.7 kcal per mole
Multiplicity ... 1
Strongest force on any atom ... 0.0240 Eh/bohr
HOMO-LUMO gap ... 5.4 eV


Record 2
Molecular formula: C36H62N5P2SV
Method: DFT, ωB97M-V/def2-TZVPD

Geometry (Å):
1 V -0.424 0.365 0.334
2 C -1.603 0.768 2.222
3 C -0.482 1.643 2.378
4 C -0.509 2.533 1.247
5 C -1.672 2.194 0.488
6 C -2.398 1.160 1.121
7 C -3.892 0.921 0.904
8 C -4.554 2.265 1.271
9 C -4.238 0.600 -0.550
10 C -4.463 -0.140 1.847
11 C 0.410 3.687 0.811
12 C 0.527 4.781 1.879
13 C 1.799 3.147 0.467
14 C -0.161 4.375 -0.435
15 C 0.245 1.697 3.729
16 C 1.756 1.919 3.647
17 C -0.403 2.841 4.537
18 C -0.044 0.418 4.536
19 H -1.895 0.028 2.950
20 H -2.049 2.762 -0.345
21 H -4.338 3.029 0.524
22 H -4.212 2.628 2.241
23 H -5.636 2.137 1.319
24 H -3.682 1.234 -1.244
25 H -5.299 0.777 -0.726
26 H -4.051 -0.443 -0.816
27 H -4.326 0.138 2.893
28 H -4.037 -1.132 1.699
29 H -5.536 -0.233 1.676
30 H 1.070 4.464 2.763
31 H -0.453 5.151 2.183
32 H 1.077 5.620 1.452
33 H 2.353 2.834 1.348
34 H 2.385 3.907 -0.051
35 H 1.737 2.284 -0.204
36 H -1.149 4.800 -0.250
37 H -0.225 3.712 -1.297
38 H 0.498 5.197 -0.712
39 H 2.010 2.942 3.386
40 H 2.236 1.261 2.924
41 H 2.203 1.722 4.622
42 H -0.249 3.820 4.097
43 H 0.030 2.848 5.537
44 H -1.477 2.679 4.643
45 H 0.204 -0.506 4.010
46 H -1.091 0.365 4.833
47 H 0.540 0.443 5.455
48 N -1.832 -1.822 0.578
49 N -2.063 -3.206 0.709
50 C -1.514 -4.192 -0.062
51 N -1.949 -5.418 0.280
52 S -0.436 -3.944 -1.283
53 H -1.873 -1.459 1.525
54 H -2.610 -1.408 0.066
55 H -2.851 -3.444 1.294
56 H -2.547 -5.602 1.069
57 H -1.584 -6.199 -0.237
58 C -2.008 -1.124 -2.769
59 P -0.583 -0.179 -2.166
60 C 0.828 -1.329 -2.380
61 N 0.876 -1.886 -3.563
62 C 1.912 -2.719 -3.831
63 C 1.983 -3.365 -5.090
64 C 3.048 -4.170 -5.363
65 C 4.079 -4.367 -4.405
66 C 4.030 -3.758 -3.188
67 C 2.931 -2.920 -2.879
68 N 2.865 -2.325 -1.662
69 C 1.819 -1.588 -1.391
70 P 1.841 -0.868 0.313
71 C 3.366 0.115 0.143
72 C 2.245 -2.179 1.582
73 C 2.770 -1.440 2.817
74 C 0.978 -2.938 1.960
75 C 3.316 -3.171 1.121
76 C -0.323 1.156 -3.432
77 C -1.483 2.152 -3.309
78 C 1.017 1.829 -3.139
79 C -0.315 0.630 -4.873
80 H -1.754 -1.474 -3.769
81 H -2.895 -0.498 -2.806
82 H -2.166 -2.001 -2.146
83 H 1.188 -3.199 -5.802
84 H 3.117 -4.667 -6.321
85 H 4.909 -5.014 -4.653
86 H 4.800 -3.898 -2.443
87 H 4.182 -0.583 -0.048
88 H 3.576 0.703 1.033
89 H 3.280 0.783 -0.713
90 H 2.048 -0.735 3.219
91 H 3.703 -0.913 2.621
92 H 2.976 -2.182 3.590
93 H 0.189 -2.259 2.298
94 H 1.212 -3.604 2.792
95 H 0.601 -3.530 1.131
96 H 4.261 -2.688 0.877
97 H 2.999 -3.764 0.268
98 H 3.499 -3.844 1.962
99 H -1.609 2.537 -2.299
100 H -2.425 1.706 -3.629
101 H -1.289 3.001 -3.965
102 H 1.076 2.224 -2.125
103 H 1.157 2.669 -3.822
104 H 1.851 1.140 -3.290
105 H -1.276 0.209 -5.162
106 H 0.457 -0.110 -5.052
107 H -0.129 1.486 -5.526

Atomic forces in eV per Å
V -0.030 -0.565 0.199
C -0.161 0.303 0.114
C -0.062 -0.070 0.026
C 0.083 0.018 -0.048
C -0.206 0.215 0.073
C -0.194 0.243 -0.025
C 0.112 -0.028 0.010
C -0.033 0.012 -0.022
C -0.033 -0.027 -0.038
C -0.019 0.005 0.008
C -0.064 -0.076 0.072
C 0.014 0.053 -0.008
C 0.108 -0.054 -0.044
C 0.001 0.026 -0.065
C -0.021 -0.123 -0.142
C 0.050 0.025 0.038
C -0.047 -0.029 0.038
C 0.073 -0.025 -0.008
H 0.038 -0.030 0.021
H 0.101 -0.044 -0.057
H 0.017 0.018 -0.001
H 0.002 -0.022 0.032
H -0.019 0.015 -0.019
H -0.008 0.025 -0.007
H -0.018 -0.020 0.010
H 0.027 -0.009 0.019
H 0.018 0.017 0.020
H 0.013 -0.044 -0.017
H -0.003 0.016 -0.006
H -0.007 0.004 -0.017
H -0.023 -0.009 -0.005
H -0.003 0.007 -0.001
H -0.016 0.013 -0.032
H 0.005 0.028 0.025
H -0.035 0.022 -0.015
H -0.005 0.012 0.024
H 0.012 -0.021 0.025
H -0.003 -0.007 -0.001
H 0.003 0.000 0.020
H -0.024 -0.014 -0.006
H 0.005 0.005 0.009
H 0.001 -0.024 -0.009
H 0.010 0.017 0.020
H -0.016 -0.009 -0.006
H 0.026 0.031 -0.049
H -0.029 0.005 0.035
H 0.014 -0.019 0.001
N 0.176 0.103 -0.025
N 0.020 0.120 0.148
C -0.257 -0.134 0.180
N 0.107 0.047 -0.101
S 0.108 0.018 -0.150
H -0.139 -0.067 -0.027
H -0.013 -0.036 0.039
H 0.021 0.008 -0.026
H -0.003 0.003 0.012
H -0.030 -0.005 0.011
C 0.085 -0.051 -0.055
P 0.055 0.061 0.177
C -0.086 0.011 -0.206
N 0.253 -0.116 0.183
C -0.288 0.067 -0.270
C 0.022 0.016 0.095
C 0.039 -0.003 0.037
C -0.038 -0.014 -0.057
C -0.093 0.046 -0.022
C 0.300 -0.050 0.233
N -0.158 0.001 -0.215
C 0.241 0.001 0.083
P -0.064 0.108 -0.334
C 0.038 -0.024 0.057
C 0.089 -0.022 -0.020
C 0.075 -0.009 -0.010
C -0.077 0.055 0.079
C -0.062 -0.040 0.091
C -0.051 0.050 -0.090
C 0.011 -0.011 0.006
C 0.056 -0.015 0.007
C 0.008 0.092 0.025
H -0.033 -0.032 -0.010
H -0.017 0.027 -0.027
H -0.018 0.019 0.023
H -0.009 0.005 -0.014
H 0.004 -0.016 -0.003
H 0.010 -0.003 -0.005
H 0.027 0.003 0.019
H 0.010 0.039 0.013
H 0.003 0.017 0.012
H -0.009 -0.008 -0.008
H -0.005 -0.024 -0.006
H 0.028 -0.002 0.005
H -0.020 -0.001 0.012
H 0.022 0.016 0.033
H -0.013 -0.045 0.001
H 0.053 -0.003 -0.018
H -0.001 0.028 -0.049
H -0.030 -0.028 0.024
H 0.030 -0.023 -0.003
H 0.024 -0.007 -0.001
H -0.017 -0.011 0.001
H -0.007 0.015 -0.014
H -0.022 -0.006 0.015
H 0.007 0.007 -0.005
H -0.004 -0.005 -0.010
H -0.037 -0.039 -0.002
H 0.040 -0.007 0.005
H -0.011 0.006 -0.027

Properties
Expectation value of S² ... 2.051
Charge ... +2
Energy relative to the best compared isomer or geometry (same formula, charge and spin) ... 25.6 kcal per mole
Multiplicity ... 3
Strongest force on any atom ... 0.0117 Eh/bohr
HOMO-LUMO gap (spin up / spin down) ... 6.3 / 7.0 eV